C27H33N4OS4SiTc as an isolated structure, computed with ωB97M-V with the def2-TZVPD basis set.

```
71
Properties=species:S:1:pos:R:3:forces:R:3:mulliken_charge:R:1
Tc -1.18002 0.92054 -2.81192 0.30 0.71 -0.12 -0.1687
C -7.44679 1.47000 -0.63015 0.05 -0.03 -0.06 -1.0389
Si -6.62186 0.18606 -1.71396 -0.05 0.00 -0.01 0.2027
C -6.71616 0.68227 -3.50984 -0.02 -0.02 0.07 -1.0658
C -7.39524 -1.49841 -1.45791 0.05 0.05 -0.03 -1.0385
C -4.82863 0.04048 -1.07363 -0.02 -0.02 0.03 0.2660
C -4.65408 -0.40316 0.24769 0.02 -0.01 0.01 -0.2084
C -3.40346 -0.55351 0.82283 0.00 0.00 -0.02 -1.0865
C -2.28727 -0.24796 0.06152 -0.02 0.00 0.02 -0.1944
N -2.42554 0.17953 -1.18809 0.11 0.01 0.00 -0.1670
C -3.64869 0.31838 -1.74136 -0.02 -0.12 0.06 1.0043
S -3.38755 0.89625 -3.40901 0.16 -0.24 -0.09 -0.2872
H -8.48255 1.62259 -0.94033 0.00 -0.01 0.00 0.3436
H -6.93414 2.43142 -0.70211 -0.01 0.00 0.00 0.3333
H -7.45784 1.17252 0.42025 0.01 0.00 0.00 0.3396
H -7.77218 0.71258 -3.79131 0.00 0.00 -0.01 0.3265
H -6.21785 -0.02870 -4.16949 0.00 -0.01 0.01 0.3491
H -6.29679 1.67147 -3.69630 0.00 0.00 0.01 0.3348
H -8.41408 -1.50935 -1.85057 0.00 0.01 0.01 0.3444
H -7.44877 -1.77355 -0.40288 0.01 0.00 0.00 0.3323
H -6.83062 -2.27366 -1.97957 -0.01 0.00 -0.01 0.3453
H -5.52854 -0.64159 0.84389 0.00 0.00 0.00 0.3262
H -3.28960 -0.89703 1.84072 0.00 0.00 0.00 0.3992
H -1.27537 -0.31753 0.44160 0.00 0.00 0.01 0.3479
S 0.80845 -0.07379 -2.43020 -0.56 -0.13 -0.02 0.0648
C 1.79076 0.19343 -3.82086 0.16 -0.02 -0.17 0.6398
C 3.09560 -0.33266 -3.87399 -0.13 -0.02 0.13 -0.7352
C 3.87858 -0.08331 -4.97251 -0.02 0.07 -0.11 -0.6604
C 3.37776 0.68096 -6.04058 0.10 -0.07 0.06 -0.4968
C 2.10174 1.18754 -6.00545 -0.12 0.04 0.00 -0.6045
C 1.28852 0.95258 -4.88615 0.11 -0.11 0.02 0.6757
S -0.34065 1.53458 -4.82329 -0.10 -0.11 0.17 -0.1879
H 3.46031 -0.92818 -3.04447 0.03 0.01 -0.02 0.5628
H 4.88272 -0.48123 -5.02383 0.00 -0.01 0.02 0.4048
H 4.00554 0.86629 -6.90189 -0.01 0.01 0.00 0.3728
H 1.71003 1.76805 -6.83065 0.01 0.00 0.00 0.4324
C 3.85676 0.15504 5.48508 0.03 0.00 -0.01 -0.9522
C 2.35850 0.02704 5.23319 -0.02 -0.01 0.00 -0.6674
C 1.90327 0.68144 3.93796 0.01 0.02 -0.01 -0.7134
N 2.47851 -0.02669 2.79933 0.00 0.02 -0.01 0.3253
C 2.18569 0.23301 1.53698 0.09 0.07 -0.09 0.2984
S 1.09542 1.41774 1.05416 -0.10 -0.01 0.14 -0.3536
N 2.81132 -0.47921 0.52926 -0.08 -0.07 -0.03 0.1091
C 3.78689 -1.47304 0.47189 0.03 0.00 0.00 0.2034
O 4.27047 -1.73464 -0.60450 0.02 0.02 0.01 -0.5449
C 4.18558 -2.19108 1.71958 0.03 0.00 -0.01 0.0529
C 5.49117 -2.06542 2.18242 0.00 -0.02 -0.01 -0.2336
C 5.88228 -2.74641 3.32574 0.00 0.00 0.00 -0.7162
C 4.97976 -3.56508 3.99045 0.01 0.00 0.01 -0.4523
C 3.68318 -3.70761 3.51411 -0.01 -0.01 0.00 -0.5582
C 3.28055 -3.01665 2.38113 0.00 0.00 0.02 0.1456
H 4.13962 -0.34056 6.41303 -0.01 0.01 0.01 0.3150
H 4.15015 1.20339 5.56092 0.00 0.00 -0.01 0.3138
H 4.45313 -0.29702 4.68826 0.00 -0.01 0.01 0.2008
H 1.80539 0.49391 6.04954 0.01 0.01 0.01 0.3762
H 2.06264 -1.02656 5.22626 0.00 0.00 -0.01 0.2941
H 2.21660 1.72798 3.89740 -0.02 0.00 0.01 0.3638
H 0.81701 0.66686 3.84413 0.00 -0.01 0.00 0.4349
H 3.15474 -0.74818 3.00279 -0.01 0.00 0.00 -0.1792
H 2.54885 -0.14892 -0.39085 -0.01 0.00 0.00 -0.2343
H 6.19320 -1.44109 1.64481 0.00 0.00 0.00 0.4521
H 6.89492 -2.64467 3.69217 0.00 0.00 0.00 0.4222
H 5.28990 -4.10194 4.87703 0.00 0.00 0.00 0.4291
H 2.98735 -4.36180 4.02233 0.00 0.00 0.00 0.4527
H 2.26825 -3.11977 2.00850 0.00 0.00 -0.01 0.3968
C -0.10626 4.59027 -0.22914 0.01 -0.03 0.03 -0.8896
C -0.45710 3.44815 -1.04641 -0.01 0.03 -0.04 0.2949
N -0.72827 2.54752 -1.69521 0.00 -0.06 0.04 -0.1148
H 0.35637 5.35219 -0.85447 0.00 0.00 0.01 0.3174
H 0.59386 4.25832 0.53841 0.00 0.01 0.00 0.3045
H -1.00547 4.98959 0.23754 0.01 0.01 0.01 0.2986
```
Forces are in eV/Å.

Calculated values
HOMO-LUMO gap (alpha / beta) (eV): 5.731 / 6.563
Maximum force (eV/A): 0.77
Spin multiplicity: 2
ΔE to the lowest compared entry with this formula, charge and spin (kcal/mol): 32.88
⟨S²⟩: 0.849
Charge: +1